[1]
Entry from the OMol25 dataset: a structure of composition C51H32BrN4O2Ti (wB97M-V/def2-TZVPD).

```
91
Properties=species:S:1:pos:R:3
H -1.83 0.94 5.12
H 4.19 1.18 -2.37
H -2.56 4.32 -2.93
C -2.18 -1.00 1.49
C -0.83 0.36 -1.97
C 1.64 2.09 -1.32
C 0.52 3.90 0.08
C 0.51 3.15 -5.33
H -0.99 -4.92 0.41
C -2.89 0.51 2.98
C -3.83 -2.80 -0.67
C -0.72 -2.72 0.59
H 0.56 5.16 5.93
C -1.55 0.81 2.57
H -3.44 3.53 -5.09
H 0.95 1.10 -5.66
C -0.80 1.98 2.87
H 0.68 4.75 -0.54
H 5.03 -5.04 3.22
C -1.00 1.15 -4.59
C -5.40 -4.55 -0.22
H -3.15 -4.27 2.30
Br -1.10 -0.77 -4.98
C -2.16 3.40 -3.33
C 4.07 -0.56 -1.03
C -2.16 1.86 -5.19
N -1.15 -0.11 1.65
C 1.05 4.09 -4.54
O -0.11 -0.67 -1.95
H -0.51 3.96 7.81
C -0.05 3.86 1.34
H 1.70 -4.94 0.45
C 1.48 -2.74 0.57
C -3.19 -3.06 0.54
H -1.11 2.95 -1.58
C 0.81 1.50 -3.47
O -1.51 0.63 -0.94
C 3.65 0.58 -1.66
C 0.42 1.72 -4.93
C 0.89 2.57 -0.23
C 3.91 -3.21 0.59
C -0.59 3.58 6.81
C -3.66 -4.07 1.37
C -0.70 1.39 -3.08
C -1.32 2.67 -2.60
C 5.01 -4.59 2.24
C 2.79 -2.29 0.32
C -0.08 2.51 1.75
C 1.05 -4.10 0.52
C 4.93 -3.50 -0.31
H 3.14 -3.59 2.56
N 1.98 -0.09 -0.26
H -3.48 1.10 3.66
H -2.54 1.46 -6.12
C -4.77 -4.81 0.99
H 0.20 3.39 -6.34
C 1.50 3.84 -3.18
C 2.36 0.88 -1.14
N 0.47 1.73 0.78
C -1.26 2.39 6.56
H 4.86 -3.14 -1.32
C -3.30 -0.58 2.27
H 1.30 0.54 -3.32
Ti 0.04 -0.09 0.11
H -0.48 4.70 1.85
H 1.89 4.67 -2.62
H -1.70 1.84 7.38
C -0.07 3.75 4.47
C 3.95 -3.79 1.86
C 5.99 -4.29 0.07
C -1.35 1.89 5.28
H 6.79 -4.50 -0.63
H -3.46 -2.00 -1.30
H -4.25 -1.07 2.30
C 0.01 4.25 5.75
H -6.26 -5.13 -0.50
C 6.04 -4.84 1.34
H 6.87 -5.46 1.64
H -5.14 -5.59 1.64
H 5.03 -1.03 -1.13
C -0.32 -4.08 0.48
C -2.64 2.97 -4.63
H 1.17 5.09 -4.92
H 0.47 4.25 3.69
C -0.78 2.57 4.19
C -4.93 -3.55 -1.05
H -5.42 -3.35 -1.99
N 0.39 -1.92 0.62
C 1.46 2.60 -2.67
C 2.99 -1.02 -0.22
C -2.01 -2.23 0.86
```

Values from the calculation:
Spin multiplicity: 2
ΔE to the lowest compared entry with this formula, charge and spin: 0.6853 eV
Total charge: 0
Molar mass: 860.61 g mol⁻¹


[2]
Entry from the OMol25 dataset: a structure of composition C51H37BBrN4O3P2TaTe (wB97M-V/def2-TZVPD).

```
101
Properties=species:S:1:pos:R:3
H -3.21 -0.77 -5.47
H 3.24 -1.35 -4.23
C -4.74 -1.12 -0.71
H 5.31 2.90 0.15
C -3.41 -4.67 -0.29
H -1.19 -3.31 -3.16
C -3.79 -0.23 -0.20
H 8.16 8.28 -1.00
C 0.63 -2.44 -2.38
C 1.29 -5.72 1.72
H -6.94 -4.73 1.13
O -0.53 -1.34 3.96
P 0.21 -2.61 -0.65
N 3.68 5.09 0.08
H 4.56 0.54 0.37
C 1.56 2.07 0.38
N 4.88 5.29 -0.19
C -4.44 -5.44 -0.82
H -1.08 -2.03 6.64
C 1.17 0.47 7.22
C 0.85 0.17 4.92
C 4.25 2.68 0.22
O 0.97 0.33 3.54
Br 6.95 10.94 -0.66
P -2.08 -0.42 -0.69
H 1.06 -3.61 1.96
H -7.52 0.23 0.67
C 0.98 -4.44 1.28
H 2.20 1.65 5.71
C 3.35 3.71 0.18
C -0.94 0.89 -2.83
C 6.61 6.84 -0.62
Te -2.21 -2.65 1.67
H 3.41 7.57 0.23
C -1.89 -0.04 -2.44
H 2.52 -1.55 -1.87
C -1.43 -2.01 -0.21
C -3.71 -3.86 0.79
C -0.39 3.98 0.28
H -5.26 -3.24 2.17
H -0.30 1.37 -2.10
C -0.22 -2.88 -3.40
C 0.83 -6.60 -0.48
H -3.45 -1.37 -3.12
C 0.94 4.37 0.23
C 0.19 -2.76 -4.71
C -6.08 -0.95 -0.39
C -5.93 -4.69 0.74
Ta 0.07 -0.52 0.61
C 0.58 -4.25 -0.05
C -0.05 -0.84 5.17
H 0.04 -0.82 8.50
C 2.27 -1.77 -3.99
C 4.45 7.73 -0.04
O 2.02 -0.23 0.52
H 1.45 -7.79 1.19
C -6.48 0.10 0.43
C 5.28 6.64 -0.27
H 0.78 -7.45 -1.16
N 0.24 1.68 0.41
C 4.94 9.01 -0.16
H -2.42 -4.71 -0.72
N -5.68 -5.46 -0.32
H 1.60 -5.87 2.74
C -0.79 1.22 -4.17
C -2.71 -0.64 -3.40
H 7.24 5.97 -0.79
C -1.61 0.63 -5.12
H -1.50 0.89 -6.16
H -0.04 1.94 -4.47
C -4.98 -3.86 1.33
H 1.75 -2.12 -6.04
B 0.12 -0.60 3.00
C -4.19 0.81 0.64
H -4.26 -6.09 -1.67
H -6.82 -1.64 -0.78
H -1.72 2.29 0.35
H 1.20 5.42 0.16
C 1.49 0.86 5.92
C 0.26 -0.55 7.48
C 3.83 1.34 0.33
H -1.18 4.70 0.25
H 1.65 0.98 8.05
C 1.87 -1.89 -2.67
C -2.57 -0.30 -4.73
H -3.47 1.48 1.09
C -5.53 0.97 0.95
C 1.43 -2.21 -5.01
H -5.83 1.77 1.61
C 2.50 1.04 0.43
C 1.96 3.41 0.27
C -0.38 -1.23 6.45
H 0.25 -5.18 -1.97
C 0.53 -5.33 -0.93
C 7.12 8.12 -0.73
C 6.28 9.20 -0.51
C -0.70 2.63 0.35
H -4.45 -1.96 -1.32
H 4.31 9.87 0.02
C 1.21 -6.80 0.85
H -0.46 -3.10 -5.51
```

Values from the calculation:
Spin multiplicity: 1
ΔE to the lowest compared entry with this formula, charge and spin: 0.0000 eV
Total charge: +2
Molar mass: 1215.09 g mol⁻¹


[3]
Entry from the OMol25 dataset: a structure of composition C51H37N7OReSe (wB97M-V/def2-TZVPD).

```
98
Properties=species:S:1:pos:R:3
C -2.78 -0.53 1.96
N 0.23 0.37 -1.92
H 0.53 -0.97 5.32
H 3.67 1.41 -3.99
H -5.26 0.22 0.60
H 0.93 -4.53 -1.17
C 4.43 -1.79 -2.94
N -2.03 -0.01 -0.33
C -2.67 0.47 -1.43
H 4.57 -2.65 5.75
C -4.08 0.62 -1.20
C 0.63 -0.62 3.08
H -0.56 0.52 -5.21
C -4.00 -0.98 2.73
O 0.21 -2.09 -0.40
C -1.33 2.61 1.09
C -0.75 0.65 -2.89
C -1.44 3.96 1.48
N 1.49 2.86 -1.00
H -4.25 -2.73 1.51
N -0.31 2.20 0.35
H -4.69 1.05 -1.98
C -0.58 4.88 1.02
C -3.30 2.94 -5.57
C 0.92 -3.04 0.41
H -5.51 0.38 -5.88
C -1.32 -0.85 4.06
H 5.86 -3.03 -3.74
H 5.00 -0.68 -0.65
C 1.12 0.16 -4.05
H -2.09 1.93 1.41
H -2.08 3.29 -3.78
C -1.54 -0.62 2.66
N 1.33 5.36 -0.45
C -4.33 0.17 0.04
H 0.45 -2.09 -1.30
H -0.45 -4.67 0.16
H -6.13 -3.58 2.76
C 4.00 -0.33 1.23
C 0.02 -0.89 4.31
C 5.71 -1.10 -4.88
C 0.63 -4.43 -0.08
H 1.71 0.07 -4.92
H -3.18 3.96 -5.94
C -2.98 -0.12 0.64
C 5.42 -2.01 -3.83
N -0.27 -0.38 2.06
C -5.63 -0.73 4.41
C 4.75 -0.51 6.01
C -4.32 2.14 -6.12
H 4.19 -2.60 -2.27
H 5.26 0.96 -5.47
H 5.49 -0.60 6.77
H -2.08 -1.09 4.77
C 3.66 -0.62 -2.96
H 4.82 -0.49 1.97
C 4.06 0.37 -3.90
H -3.98 -0.57 -4.15
H -7.23 -2.10 4.39
C 3.37 -1.56 4.35
C -2.66 2.56 -4.37
H -0.55 5.85 1.51
H 2.00 -2.80 0.27
C 5.04 0.12 -4.85
H 4.60 1.66 6.22
C -6.33 -1.82 3.93
C 0.53 3.18 -0.20
H 3.05 1.78 4.11
H -5.97 -0.09 5.19
C 2.01 -0.35 2.82
C -2.10 0.82 -2.67
H 0.68 -2.93 1.45
C 2.88 -0.33 3.96
C 4.26 -1.69 5.38
H -4.93 2.50 -6.93
C -4.68 -2.16 2.31
C 2.88 -0.20 -0.63
C 1.41 0.06 -2.69
C -4.63 0.91 -5.57
C 2.60 -0.27 -2.01
C -5.79 -2.62 2.96
C -4.49 -0.29 3.80
N 1.95 -0.02 0.36
C 0.38 4.56 0.08
Re -0.02 0.13 0.04
C -3.77 0.41 -4.56
H -2.26 4.15 2.22
C -2.89 1.29 -3.88
C 4.20 -0.36 -0.08
C 4.32 0.82 5.56
C 3.45 0.85 4.49
C 2.59 -0.16 1.57
H 6.38 -1.37 -5.67
H 1.33 -5.11 0.39
H -4.00 0.59 4.16
C -0.16 0.51 -4.20
Se 2.38 4.39 -1.32
H 3.00 -2.54 3.99
```

Values from the calculation:
Spin multiplicity: 4
ΔE to the lowest compared entry with this formula, charge and spin: 4.2931 eV
Total charge: +2
Molar mass: 1029.07 g mol⁻¹


[4]
Entry from the OMol25 dataset: a structure of composition C51H38N2O5P2RhTe (wB97M-V/def2-TZVPD).

```
100
Properties=species:S:1:pos:R:3
H 6.55 2.23 -2.92
C -1.62 -5.42 -1.70
C -2.46 -0.34 3.90
H -5.53 -4.03 2.10
C -4.27 1.88 0.32
H 2.34 1.92 -3.69
O 2.93 1.79 3.80
H -3.47 -1.80 -1.26
H 4.67 1.97 -4.51
C 3.76 -1.15 0.28
C 0.67 -5.12 -2.37
H -3.71 -0.72 5.59
H -1.59 1.78 -4.11
C 3.28 -1.63 -1.08
Rh 1.08 0.34 0.04
C 4.60 -0.12 2.66
P -0.84 0.02 1.64
C -1.69 -0.73 -1.83
C -0.13 -0.02 4.35
H 6.71 -1.05 3.36
H -0.11 0.50 -2.60
C -3.36 0.69 -3.55
O 2.25 -1.03 -1.53
H -2.50 -6.05 -1.61
C -1.72 2.57 1.19
N -4.53 -5.82 2.15
H 1.59 -5.51 -2.80
H -0.42 -6.96 -2.61
C -3.05 -1.03 -1.90
H -3.30 -7.48 2.21
C 4.97 -1.58 0.79
P -0.52 -1.59 -0.72
Te -0.41 -3.18 2.09
N 2.98 -0.28 0.93
C -1.23 -1.60 0.93
C 0.44 6.72 -3.43
C -4.55 -4.49 2.12
H -2.30 4.60 0.85
H -3.67 -0.16 0.64
C -0.53 -3.30 -1.35
H 2.55 6.81 -3.02
C -2.10 1.22 1.12
O 3.92 -2.53 -1.62
C 1.49 2.07 -1.14
H -3.29 -0.38 3.19
C -3.89 3.22 0.38
C -0.45 -5.93 -2.26
C 1.69 5.01 -2.27
H 1.52 -3.18 -2.01
O 6.57 -1.49 2.52
C -2.61 3.56 0.82
C -1.17 0.27 -2.65
H -4.58 3.99 0.08
C 3.40 0.26 2.08
C -0.37 -0.19 5.71
H 5.56 -2.29 0.23
C -0.72 5.97 -3.27
C -1.66 -4.11 -1.25
C -2.71 -0.52 5.25
C -3.42 -3.69 2.11
C -0.66 4.74 -2.61
O 1.57 1.75 2.01
H -0.71 2.82 1.51
C -2.17 -4.30 2.13
C -2.12 -5.69 2.18
C 0.64 -3.81 -1.92
H 3.73 2.45 0.31
C -2.01 0.99 -3.50
C -1.17 -0.10 3.44
H -3.51 -2.61 2.08
C 5.53 2.23 -2.56
H -1.84 -0.59 7.21
C 3.16 2.05 -2.99
H 0.45 -0.11 6.41
H 0.88 0.21 4.02
C 1.64 6.23 -2.92
C 0.50 2.92 -1.41
C -1.65 -0.45 6.16
H -1.57 4.16 -2.48
C -3.88 -0.32 -2.75
H 6.07 2.48 -0.50
H -5.27 1.62 -0.02
C 5.25 2.36 -1.21
C 2.88 2.18 -1.63
H 0.41 7.68 -3.93
H -0.51 2.65 -1.09
H 2.63 4.65 -1.86
C 0.53 4.23 -2.11
C 5.38 -1.06 2.01
C 2.56 1.38 2.70
H -4.01 1.26 -4.21
C 3.94 2.33 -0.75
H -4.94 -0.55 -2.79
H 4.88 0.35 3.59
H -1.18 -6.22 2.17
C -3.38 0.89 0.69
C -3.32 -6.39 2.19
C 4.47 2.08 -3.45
H -1.66 6.33 -3.65
H -2.57 -3.73 -0.80
```

Values from the calculation:
Spin multiplicity: 5
ΔE to the lowest compared entry with this formula, charge and spin: 0.5488 eV
Total charge: -1
Molar mass: 1051.33 g mol⁻¹


Please write out number 4 again, unchanged.
Entry from the OMol25 dataset: a structure of composition C51H38N2O5P2RhTe (wB97M-V/def2-TZVPD).

```
100
Properties=species:S:1:pos:R:3
H 6.55 2.23 -2.92
C -1.62 -5.42 -1.70
C -2.46 -0.34 3.90
H -5.53 -4.03 2.10
C -4.27 1.88 0.32
H 2.34 1.92 -3.69
O 2.93 1.79 3.80
H -3.47 -1.80 -1.26
H 4.67 1.97 -4.51
C 3.76 -1.15 0.28
C 0.67 -5.12 -2.37
H -3.71 -0.72 5.59
H -1.59 1.78 -4.11
C 3.28 -1.63 -1.08
Rh 1.08 0.34 0.04
C 4.60 -0.12 2.66
P -0.84 0.02 1.64
C -1.69 -0.73 -1.83
C -0.13 -0.02 4.35
H 6.71 -1.05 3.36
H -0.11 0.50 -2.60
C -3.36 0.69 -3.55
O 2.25 -1.03 -1.53
H -2.50 -6.05 -1.61
C -1.72 2.57 1.19
N -4.53 -5.82 2.15
H 1.59 -5.51 -2.80
H -0.42 -6.96 -2.61
C -3.05 -1.03 -1.90
H -3.30 -7.48 2.21
C 4.97 -1.58 0.79
P -0.52 -1.59 -0.72
Te -0.41 -3.18 2.09
N 2.98 -0.28 0.93
C -1.23 -1.60 0.93
C 0.44 6.72 -3.43
C -4.55 -4.49 2.12
H -2.30 4.60 0.85
H -3.67 -0.16 0.64
C -0.53 -3.30 -1.35
H 2.55 6.81 -3.02
C -2.10 1.22 1.12
O 3.92 -2.53 -1.62
C 1.49 2.07 -1.14
H -3.29 -0.38 3.19
C -3.89 3.22 0.38
C -0.45 -5.93 -2.26
C 1.69 5.01 -2.27
H 1.52 -3.18 -2.01
O 6.57 -1.49 2.52
C -2.61 3.56 0.82
C -1.17 0.27 -2.65
H -4.58 3.99 0.08
C 3.40 0.26 2.08
C -0.37 -0.19 5.71
H 5.56 -2.29 0.23
C -0.72 5.97 -3.27
C -1.66 -4.11 -1.25
C -2.71 -0.52 5.25
C -3.42 -3.69 2.11
C -0.66 4.74 -2.61
O 1.57 1.75 2.01
H -0.71 2.82 1.51
C -2.17 -4.30 2.13
C -2.12 -5.69 2.18
C 0.64 -3.81 -1.92
H 3.73 2.45 0.31
C -2.01 0.99 -3.50
C -1.17 -0.10 3.44
H -3.51 -2.61 2.08
C 5.53 2.23 -2.56
H -1.84 -0.59 7.21
C 3.16 2.05 -2.99
H 0.45 -0.11 6.41
H 0.88 0.21 4.02
C 1.64 6.23 -2.92
C 0.50 2.92 -1.41
C -1.65 -0.45 6.16
H -1.57 4.16 -2.48
C -3.88 -0.32 -2.75
H 6.07 2.48 -0.50
H -5.27 1.62 -0.02
C 5.25 2.36 -1.21
C 2.88 2.18 -1.63
H 0.41 7.68 -3.93
H -0.51 2.65 -1.09
H 2.63 4.65 -1.86
C 0.53 4.23 -2.11
C 5.38 -1.06 2.01
C 2.56 1.38 2.70
H -4.01 1.26 -4.21
C 3.94 2.33 -0.75
H -4.94 -0.55 -2.79
H 4.88 0.35 3.59
H -1.18 -6.22 2.17
C -3.38 0.89 0.69
C -3.32 -6.39 2.19
C 4.47 2.08 -3.45
H -1.66 6.33 -3.65
H -2.57 -3.73 -0.80
```

Values from the calculation:
Spin multiplicity: 5
ΔE to the lowest compared entry with this formula, charge and spin: 0.5488 eV
Total charge: -1
Molar mass: 1051.33 g mol⁻¹